Entry 1:
C18H8Cl4N4O3S5Ti as an isolated structure in a non-equilibrium geometry. Source: OMol25; level of theory: ωB97M-V/def2-TZVPD.

Last column: Mulliken charge in e.
Atoms and positions in Å:
Ti 0.81976 0.38907 0.32947  0.322
Cl -3.44488 5.56316 0.25751  -0.237
C -2.01715 4.58568 0.15832  0.337
C -0.76570 5.17966 0.07306  0.220
Cl -0.61762 6.90517 0.03966  -0.233
C 0.38706 4.38269 0.02094  0.167
Cl 1.96554 5.07878 -0.03527  -0.226
C 0.27558 3.00634 0.03142  0.427
O 1.28026 2.14125 -0.00480  -0.530
C -0.99501 2.40233 0.09471  0.112
O -0.98015 1.07816 0.07435  -0.248
C -2.12805 3.19030 0.17595  0.000
Cl -3.66495 2.40378 0.32190  -0.237
S 0.50583 0.92072 2.74841  -0.318
C 2.12735 0.78479 3.37502  0.491
C 2.31165 1.16741 4.75066  -0.142
N 2.42924 1.46278 5.85797  -0.570
C 3.17239 0.31606 2.65707  0.614
S 3.08292 -0.20202 0.99465  -0.374
C 4.46248 0.18058 3.28943  -0.223
N 5.50039 0.05373 3.77176  -0.554
S 1.31316 -0.24291 -1.99804  -0.347
C 1.75619 -1.92767 -2.21284  0.626
S 1.83238 -3.06324 -0.94015  -0.303
C 2.01024 -2.33247 -3.52893  0.265
C 2.11109 -1.41216 -4.62009  0.041
N 2.22442 -0.71242 -5.53141  -0.619
C 2.13999 -3.71146 -3.88153  -0.031
N 2.19520 -4.81614 -4.21398  -0.633
O 0.06304 -1.24491 0.63403  -0.109
S -0.50783 -2.66032 0.43275  0.053
C -2.14504 -2.29080 1.22837  -0.733
C -3.09277 -1.86576 0.11939  -0.305
C -2.77431 -2.80958 -1.03595  -0.824
C -1.26670 -2.72209 -1.22092  -0.427
H -1.94384 -1.51334 1.96316  0.329
H -2.47534 -3.20267 1.73259  0.421
H -2.87155 -0.83386 -0.16490  0.029
H -4.14090 -1.91884 0.42074  0.403
H -3.29550 -2.53864 -1.95528  0.357
H -3.06210 -3.83103 -0.76874  0.332
H -0.96750 -1.78380 -1.69466  0.182
H -0.80926 -3.55633 -1.74579  0.494

Forces on the atoms, in the same order (eV/Å):
1.01 -0.56 0.02
0.03 -0.03 -0.01
0.02 0.01 0.01
0.02 -0.05 0.02
0.00 -0.04 0.01
0.09 0.15 0.00
-0.03 0.00 -0.03
0.03 0.00 -0.11
-0.04 1.72 -0.50
-0.19 -0.09 -0.09
-0.25 0.52 0.26
-0.14 0.03 0.00
0.03 0.03 -0.05
0.21 -0.02 0.01
-0.27 0.14 0.33
-0.01 -0.13 -0.17
-0.01 0.04 0.01
0.43 -0.12 -0.11
0.07 0.12 0.27
-0.19 0.05 -0.11
0.02 0.01 0.01
0.33 0.00 0.15
-0.05 -0.27 -0.02
0.19 0.04 -0.27
-0.02 0.10 -0.20
-0.02 -0.16 0.16
-0.04 -0.01 -0.01
-0.03 0.18 0.13
0.06 0.02 -0.03
-0.87 -1.92 0.04
-0.52 0.41 0.24
0.09 -0.07 0.05
-0.01 -0.03 -0.07
0.00 0.15 0.08
-0.05 -0.11 0.02
0.02 -0.07 0.07
-0.01 -0.01 -0.05
0.00 0.01 0.00
0.02 0.00 0.07
0.04 -0.02 -0.02
-0.05 -0.01 -0.05
0.07 -0.03 -0.01
0.05 0.04 -0.03

- lowest unoccupied orbital energy (eV) = 3.76
- net charge = -2
- ΔE to the lowest compared entry with this formula, charge and spin (kcal per mole) = 10.28
- HOMO-LUMO gap (Eh) = 0.233
- multiplicity = 1

Entry 2:
C38H39CrFIN12O4S3 as an isolated structure in a non-equilibrium geometry. Source: OMol25; level of theory: ωB97M-V/def2-TZVPD.

Last column: Mulliken charge in e.
Atoms and positions in Å:
Cr 1.21202 -2.05746 -0.60952  -0.472
N -1.48969 -2.25793 1.69998  -0.180
C -1.28310 -3.26477 0.85717  0.120
N -0.41518 -3.24057 -0.13564  1.104
C -0.50031 -4.39157 -0.91894  -0.589
C -1.34228 -5.33498 -0.46421  -0.118
S -2.17118 -4.75894 0.94452  -0.223
C 0.18930 -4.28210 -2.20180  -0.549
C 0.19389 -5.10287 -3.26744  -0.285
S 0.88942 -4.29573 -4.62564  -0.219
C 1.13132 -2.87806 -3.66797  0.117
N 0.78212 -3.04068 -2.40961  0.537
N 1.63013 -1.72939 -4.17166  -0.270
H -1.03114 -1.36136 1.55003  -0.027
H -2.10424 -2.36378 2.48619  0.222
H -1.59117 -6.28559 -0.90568  0.497
H -0.21028 -6.09742 -3.35877  0.496
H 1.63860 -1.66309 -5.17674  0.305
H 1.31887 -0.87920 -3.68059  0.100
S 1.55346 -1.29411 1.56634  -0.540
C 2.20115 -2.81327 2.11331  0.619
N 2.46994 -2.94431 3.40949  -0.893
N 2.76206 -4.11038 3.92127  0.190
C 2.33197 -5.42051 3.57796  0.758
C 3.13218 -6.47533 3.99703  -0.525
C 2.72498 -7.78194 3.77288  -0.521
C 1.51728 -8.03756 3.14226  -0.770
C 0.71357 -6.97546 2.74453  -0.342
C 1.11224 -5.66715 2.95486  -0.260
N 2.57530 -3.78301 1.25602  -0.592
N 2.38325 -3.53719 0.00832  1.435
C 2.97132 -4.53974 -0.82618  0.275
C 3.58937 -4.16306 -2.01250  -0.495
C 4.14895 -5.13371 -2.82881  -0.659
C 4.08707 -6.47281 -2.46830  -0.682
C 3.47464 -6.84030 -1.27734  -0.717
C 2.92114 -5.87856 -0.44872  -0.264
H 3.15890 -4.02745 4.84635  0.273
H 4.07706 -6.27420 4.48814  0.442
H 3.35663 -8.59926 4.09453  0.407
H 1.19723 -9.05659 2.96969  0.437
H -0.24103 -7.16580 2.27098  0.406
H 0.47210 -4.85085 2.64964  0.391
H 3.64704 -3.11805 -2.28446  0.380
H 4.64227 -4.84130 -3.74730  0.448
H 4.52353 -7.22805 -3.10890  0.423
H 3.42770 -7.88321 -0.99104  0.466
H 2.44283 -6.15411 0.48141  0.247
F -3.38610 4.52068 3.44017  -0.329
C -2.90973 4.39670 2.18312  0.541
C -2.31926 3.22060 1.81613  -0.598
C -1.85930 3.02960 0.51583  0.487
C -1.22935 1.71999 0.20316  1.046
O -1.21177 0.83813 1.05341  -0.721
C -0.66058 1.66063 -1.12730  -0.644
C -0.85569 2.69758 -1.98062  0.133
N -1.53172 3.84663 -1.72440  0.139
C -1.77920 4.68721 -2.89172  -0.100
C -2.96907 5.56668 -3.10003  -0.506
C -1.58685 6.16985 -2.95027  -0.556
C -2.00301 4.05890 -0.42643  -0.294
C -2.55786 5.27413 -0.00431  -0.171
C -3.03069 5.46015 1.28533  -1.802
N -3.58775 6.72430 1.62162  0.245
C -4.77555 7.16079 0.89869  -0.556
C -4.63547 8.66441 0.62995  -0.787
N -3.75313 9.24173 1.71097  -0.145
C -4.07610 8.62920 3.04337  -0.740
C -3.63830 7.15629 3.01551  -0.682
C 0.10095 0.49023 -1.67901  0.463
O 0.77896 0.65776 -2.69785  -0.938
O -0.02892 -0.61460 -1.04693  -0.367
H -2.21736 2.41197 2.52782  0.590
H -0.44427 2.61214 -2.97833  0.501
H -1.46694 4.14766 -3.77194  0.456
H -3.68562 5.68249 -2.30212  0.122
H -3.41210 5.54854 -4.08536  0.306
H -1.33945 6.69297 -2.03842  0.179
H -1.10637 6.56966 -3.83183  0.335
H -2.59538 6.12372 -0.66365  0.680
H -5.68895 6.95265 1.46939  0.311
H -4.86298 6.63249 -0.04636  0.419
H -5.58691 9.19063 0.66579  0.374
H -4.14540 8.87061 -0.31912  0.434
H -3.83780 10.25706 1.74041  0.335
H -2.78501 9.01122 1.48182  0.385
H -5.15025 8.74171 3.17454  0.362
H -3.56991 9.19308 3.82220  0.390
H -4.34096 6.58686 3.62763  0.413
H -2.64778 7.04538 3.45418  0.508
N 4.30440 0.11427 -2.47021  -0.237
C 3.71814 -0.32844 -1.36095  0.283
O 2.70471 -1.03090 -1.45403  0.502
C 4.33075 0.04853 -0.05041  -1.027
I 5.50399 -1.58718 0.65142  0.072
H 3.91836 -0.15938 -3.36127  0.246
H 5.15376 0.65084 -2.44001  0.218
H 3.55134 0.20526 0.68825  0.142
H 4.98227 0.91134 -0.13295  0.680

Forces on the atoms, in the same order (eV/Å):
-0.60 0.60 0.33
0.05 0.19 0.10
0.04 -0.09 -0.20
0.02 -0.02 -0.01
0.00 0.03 0.09
-0.04 -0.01 -0.03
0.08 0.00 0.10
0.05 0.07 0.00
-0.01 -0.07 0.00
0.02 0.00 -0.04
-0.10 -0.20 0.17
0.11 0.04 -0.20
0.00 0.16 0.02
-0.13 -0.09 -0.07
-0.04 0.03 -0.02
-0.02 0.03 0.01
0.01 0.03 0.01
0.01 0.02 -0.01
0.16 0.06 0.09
0.09 -0.16 -0.44
-0.29 0.35 0.50
0.12 -0.24 -0.35
-0.05 0.34 0.09
0.06 -0.29 -0.14
0.01 0.08 -0.06
-0.04 -0.05 -0.02
0.05 -0.02 0.02
-0.02 0.05 -0.03
0.03 0.00 0.07
0.02 -0.23 -0.77
0.45 -0.56 0.91
0.05 -0.09 -0.06
-0.03 0.01 -0.01
0.01 -0.01 0.00
0.01 0.00 -0.01
-0.01 -0.01 0.01
-0.01 0.01 -0.02
-0.11 0.06 0.05
-0.01 0.01 -0.01
-0.01 0.01 0.00
0.01 0.02 0.01
0.00 0.00 0.00
-0.01 0.04 -0.02
-0.02 0.03 0.00
-0.01 0.00 0.02
-0.01 0.01 0.00
0.00 0.02 0.00
-0.02 0.00 0.02
-0.01 0.01 -0.01
0.00 -0.02 -0.01
-0.02 0.01 0.00
-0.06 0.04 0.03
-0.01 -0.14 0.11
0.06 -0.01 -0.06
-0.10 -0.10 0.01
-0.02 0.06 -0.02
-0.01 -0.04 -0.01
0.03 0.03 0.08
-0.01 -0.02 0.01
-0.01 -0.02 -0.01
0.05 0.03 -0.01
0.01 0.00 -0.01
0.03 -0.03 0.00
-0.05 0.05 -0.02
-0.01 -0.03 0.03
0.03 0.00 0.04
-0.03 -0.01 0.00
0.00 0.00 -0.04
0.02 0.00 -0.01
0.11 -0.13 0.08
0.02 -0.08 -0.27
-0.05 0.24 0.19
0.00 -0.01 -0.02
-0.03 -0.04 0.03
0.03 0.02 -0.01
0.00 0.00 0.01
0.00 0.00 0.00
0.00 0.01 -0.01
0.01 0.00 0.01
-0.03 0.01 -0.01
0.00 0.00 0.00
0.02 -0.01 -0.01
-0.01 0.00 0.01
0.00 0.01 -0.01
-0.01 0.01 0.00
0.01 -0.01 0.00
-0.01 0.00 0.01
0.02 0.01 0.00
-0.01 0.00 -0.01
0.01 -0.02 0.00
0.14 0.05 -0.10
-0.21 -0.05 -0.07
0.16 -0.02 -0.09
-0.03 -0.01 0.03
0.02 0.02 -0.02
-0.01 0.02 0.04
-0.02 -0.01 -0.02
0.04 0.01 -0.01
0.02 0.01 0.01

- lowest unoccupied orbital energy (alpha / beta) (eV) = -4.97 / -4.77
- net charge = +2
- ΔE to the lowest compared entry with this formula, charge and spin (kcal per mole) = 0.00
- HOMO-LUMO gap (alpha / beta) (Eh) = 0.226 / 0.238
- <S²> = 1.048
- multiplicity = 2

Entry 3:
C17H12BrNO2PdS5Se as an isolated structure in a non-equilibrium geometry. Source: OMol25; level of theory: ωB97M-V/def2-TZVPD.

Last column: Mulliken charge in e.
Atoms and positions in Å:
Pd 0.26748 0.57238 0.61381  -0.220
O -4.63034 -0.90026 5.23795  -0.655
C -3.79430 -0.56431 4.43394  0.569
S -2.24038 0.14073 4.86554  -0.191
C -1.62204 0.37204 3.23149  -0.003
C -2.42871 -0.02542 2.22602  0.089
S -2.08594 0.12163 0.52759  -0.320
S -3.96788 -0.74048 2.69244  -0.197
S -0.04494 1.07090 3.06230  -0.354
C 3.37000 2.49184 -1.94743  -1.077
S 2.87994 1.17422 -0.79327  0.806
O 4.14714 0.76003 -0.14427  -0.769
C 2.07311 2.29809 0.39252  0.074
C 2.78319 2.54985 1.56289  -0.611
C 2.33489 3.51912 2.43765  -0.551
C 1.19429 4.25861 2.14014  -0.418
C 0.49318 4.01310 0.97311  -0.697
C 0.91019 3.01896 0.09156  0.122
H 3.96038 3.22160 -1.40324  0.366
H 2.47624 2.93304 -2.37538  0.322
H 3.95848 2.01881 -2.72762  0.369
H 3.67083 1.96179 1.75743  0.412
H 2.86755 3.69554 3.36137  0.336
H 0.83994 5.00633 2.83651  0.360
H -0.41366 4.56254 0.75143  0.398
H 0.39726 2.87626 -0.86310  0.281
Br 2.80318 -5.61862 1.81170  -0.291
C 2.10776 -3.86380 1.46111  0.227
C 2.61925 -2.78708 2.15782  -0.688
C 2.10628 -1.52365 1.89902  0.176
C 1.10221 -1.31420 0.95162  0.337
C 0.61520 -2.43572 0.27367  -0.215
C 1.10838 -3.71017 0.52027  -0.560
H 3.40083 -2.93058 2.89340  0.362
H 2.50442 -0.68336 2.46100  0.202
H -0.16675 -2.31240 -0.47145  0.249
H 0.71842 -4.56941 -0.01219  0.379
Se 0.16475 0.37204 -2.34992  -0.155
C -1.46844 0.47659 -3.18343  0.252
N -2.46809 0.54226 -3.75907  -0.718

Forces on the atoms, in the same order (eV/Å):
-0.94 -0.27 0.51
-0.38 -0.14 0.34
0.30 0.08 -0.27
0.05 0.03 -0.04
-0.04 -0.07 -0.06
0.09 0.06 0.07
0.06 -0.07 -0.01
-0.05 0.01 -0.04
0.12 0.06 -0.13
-0.16 -0.15 0.08
-0.06 0.28 -0.24
0.39 -0.11 0.20
0.28 0.14 -0.29
-0.02 -0.13 0.06
-0.07 0.04 0.01
-0.03 -0.04 -0.07
-0.11 -0.06 0.06
0.16 0.26 -0.49
0.08 0.09 0.11
-0.13 0.05 -0.06
0.06 -0.08 -0.07
0.02 0.02 0.00
0.03 0.01 0.07
-0.02 0.03 0.02
0.04 0.00 0.01
0.12 -0.07 0.30
0.01 -0.02 0.00
0.03 -0.07 0.02
0.08 -0.11 0.06
-0.07 0.18 -0.06
0.05 -0.03 -0.12
-0.05 0.20 -0.06
-0.01 -0.13 -0.03
0.01 -0.01 0.00
-0.05 -0.05 -0.04
0.08 0.00 0.08
0.01 0.01 0.01
0.16 -0.04 0.00
0.35 0.06 0.26
-0.40 0.02 -0.23

- lowest unoccupied orbital energy (alpha / beta) (eV) = 4.15 / 4.15
- net charge = -2
- ΔE to the lowest compared entry with this formula, charge and spin (kcal per mole) = 8.10
- HOMO-LUMO gap (alpha / beta) (Eh) = 0.188 / 0.200
- <S²> = 2.012
- multiplicity = 3